Entry 1:
Here is a molecular structure, C7H19NP at a distorted geometry from OMol25. Energies are from ωB97M-V/def2-TZVPD.

```
! wB97M-V def2-TZVPD RIJCOSX def2/J DEFGRID3
* xyz 1 1
C -1.279 0.798 -1.492
C 2.793 0.758 0.424
C 0.236 -1.641 -1.244
C -2.982 0.377 1.752
C 0.238 0.869 -1.250
C 2.110 -0.431 -0.356
C -0.133 -0.306 1.237
N 0.635 -0.385 -0.547
P -1.793 -1.093 1.165
H -1.667 1.810 -1.940
H -1.416 -0.077 -2.109
H -1.918 0.743 -0.526
H 2.726 1.767 -0.079
H 2.348 0.696 1.474
H 3.940 0.577 0.612
H 0.407 -1.276 -2.332
H 0.933 -2.395 -0.926
H -0.859 -1.775 -1.175
H -4.028 -0.063 1.653
H -2.769 1.076 0.966
H -2.626 0.679 2.774
H 0.564 1.776 -0.760
H 0.746 0.862 -2.157
H 2.287 -1.231 0.346
H 2.499 -0.644 -1.308
H 0.647 -0.813 1.810
H 0.035 0.773 1.481
H -1.673 -1.429 2.508
*
```

relative energy (zero: lowest compared OMol25 entry of this formula, charge and spin): 2.711 eV
Kohn-Sham gap: 10.225 eV
total energy: -673.8588 a.u.

***

Entry 2:
Here is a molecular structure, C7H20AsN2OReS4 at a distorted geometry from OMol25. Energies are from ωB97M-V/def2-TZVPD.

```
! wB97M-V def2-TZVPD RIJCOSX def2/J DEFGRID3
* xyz 4 1
Re -0.099 -0.861 0.315
N -1.645 -0.163 -1.134
C -2.647 0.934 -0.813
C -3.426 0.620 0.443
C -2.582 0.697 1.689
N -1.579 -0.463 1.800
H -1.193 0.087 -2.019
H -2.219 -0.968 -1.402
H -3.310 1.016 -1.675
H -2.099 1.869 -0.708
H -3.953 -0.338 0.368
H -4.219 1.365 0.549
H -3.187 0.633 2.595
H -1.990 1.612 1.738
H -2.136 -1.315 1.959
H -1.118 -0.334 2.707
S 2.631 -5.407 0.945
As 1.125 -3.756 0.998
S 1.150 -1.838 2.075
S -0.111 -2.802 -0.689
S 0.849 -5.789 1.872
C 3.726 -0.114 0.119
C 2.606 0.757 0.564
O 1.250 0.429 -0.263
C 1.414 1.047 -1.782
C 0.609 2.285 -1.973
H 4.542 0.079 0.827
H 4.107 0.118 -0.874
H 3.488 -1.175 0.192
H 2.707 1.818 0.347
H 2.281 0.616 1.594
H 1.195 0.181 -2.401
H 2.478 1.243 -1.783
H -0.396 2.131 -2.350
H 1.146 2.859 -2.741
H 0.604 2.925 -1.087
*
```

Kohn-Sham gap (alpha / beta): 3.777 / 3.812 eV
total energy: -4368.5014 a.u.

***

Entry 3:
Here is a molecular structure, C7H20ClCoO5 at a distorted geometry from OMol25. Energies are from ωB97M-V/def2-TZVPD.

```
! wB97M-V def2-TZVPD RIJCOSX def2/J DEFGRID3
* xyz 1 4
Co -1.730 0.462 3.560
Cl -0.206 0.329 1.755
C -2.400 -1.553 -0.987
C -3.121 -0.186 -0.981
O -3.488 0.234 -2.222
O -1.093 -1.468 -1.427
H -2.926 -2.245 -1.639
H -2.349 -1.823 0.077
H -2.508 0.559 -0.449
H -3.962 -0.218 -0.277
H -2.945 0.989 -2.538
H -0.698 -0.768 -0.873
C -0.444 2.496 -1.961
C -0.948 3.023 -3.268
O -2.157 2.477 -3.754
O -1.225 2.928 -0.850
H 0.604 2.775 -1.845
H -0.432 1.391 -2.013
H -0.135 3.016 -4.001
H -1.074 4.105 -3.094
H -2.296 2.815 -4.642
H -0.872 2.430 -0.103
C 2.259 -1.825 3.649
C 3.569 -1.695 2.857
C 3.447 -2.411 1.528
O 3.833 -0.313 2.660
H 1.458 -1.622 2.928
H 2.235 -1.139 4.493
H 2.054 -2.836 4.009
H 4.335 -2.200 3.450
H 4.387 -2.378 0.979
H 2.639 -1.955 0.949
H 3.177 -3.454 1.711
H 3.010 0.061 2.319
*
```

relative energy (zero: lowest compared OMol25 entry of this formula, charge and spin): 0.201 eV
Kohn-Sham gap (alpha / beta): 7.283 / 3.122 eV
total energy: -2497.4156 a.u.
expectation value of S²: 3.764

***

Entry 4:
Here is a molecular structure, C7H20FeO5 at a distorted geometry from OMol25. Energies are from ωB97M-V/def2-TZVPD.

```
! wB97M-V def2-TZVPD RIJCOSX def2/J DEFGRID3
* xyz -2 5
Fe 16.011 -2.999 23.012
C 14.592 -4.337 19.875
C 15.657 -3.251 20.047
O 16.608 -3.442 21.022
H 14.067 -4.471 20.825
H 15.084 -5.271 19.574
H 13.834 -4.078 19.127
H 15.066 -2.332 20.269
H 16.156 -3.049 19.079
C 14.535 -0.193 22.941
C 16.019 0.031 23.101
O 16.748 -1.088 23.444
H 14.135 -0.505 23.914
H 14.394 -1.003 22.217
H 13.848 0.602 22.624
H 16.225 0.927 23.727
H 16.443 0.412 22.143
C 13.320 -3.508 25.774
C 13.099 -3.155 24.308
O 14.085 -3.613 23.471
H 14.305 -3.183 26.114
H 13.341 -4.606 25.829
H 12.489 -3.175 26.404
H 13.031 -2.057 24.220
H 12.116 -3.579 24.034
C 17.975 -4.376 25.197
O 17.276 -4.308 24.014
H 19.064 -4.300 24.988
H 17.784 -3.475 25.820
H 17.776 -5.249 25.846
O 19.397 -4.389 22.173
H 18.612 -4.358 22.796
H 20.081 -4.835 22.683
*
```

relative energy (zero: lowest compared OMol25 entry of this formula, charge and spin): 0.000 eV
Kohn-Sham gap (alpha / beta): 6.761 / 5.879 eV
total energy: -1918.5500 a.u.
expectation value of S²: 6.007

***

Entry 5:
Here is 3 unconnected molecules or ions with the total composition C7H20O3 at a distorted geometry from OMol25. Energies are from ωB97M-V/def2-TZVPD.

```
! wB97M-V def2-TZVPD RIJCOSX def2/J DEFGRID3
* xyz 0 1
C -3.487 -0.077 4.286
C -3.029 0.482 2.931
C -4.230 1.154 2.238
O -2.060 1.510 3.163
H -4.265 -0.833 4.156
H -3.948 0.732 4.860
H -2.732 -0.534 4.925
H -2.470 -0.276 2.386
H -4.760 1.821 2.916
H -4.930 0.426 1.819
H -3.893 1.729 1.375
H -2.364 2.069 3.885
C 2.507 -0.896 -3.224
C 3.951 -1.009 -3.811
C 5.058 -0.946 -2.773
O 3.893 -2.265 -4.501
H 2.436 0.109 -2.780
H 2.337 -1.603 -2.412
H 1.752 -0.870 -4.004
H 3.960 -0.139 -4.468
H 4.878 -1.655 -1.960
H 5.146 0.080 -2.417
H 6.027 -1.260 -3.164
H 3.818 -2.950 -3.830
C -0.575 0.730 -0.263
O -0.422 1.788 0.670
H -0.782 -0.169 0.323
H -1.361 0.857 -1.011
H 0.326 0.494 -0.832
H -0.782 1.499 1.515
*
```

relative energy (zero: lowest compared OMol25 entry of this formula, charge and spin): 0.919 eV
Kohn-Sham gap: 10.802 eV
total energy: -504.3720 a.u.
structure (SMILES): CC(C)O.CC(C)O.CO

***

Entry 6:
Here is a molecular structure, C7H21AgIN4O5 at a distorted geometry from OMol25. Energies are from ωB97M-V/def2-TZVPD.

```
! wB97M-V def2-TZVPD RIJCOSX def2/J DEFGRID3
* xyz 0 2
Ag 16.243 -23.160 -21.282
C 14.914 -24.654 -25.367
C 15.310 -23.359 -24.610
C 14.094 -22.492 -24.318
O 15.983 -23.721 -23.469
H 14.950 -24.456 -26.437
H 13.885 -24.922 -25.111
H 15.552 -25.498 -25.112
H 15.980 -22.839 -25.313
H 13.630 -22.258 -25.282
H 14.377 -21.600 -23.766
H 13.329 -23.070 -23.792
I 16.991 -20.369 -21.556
C 13.415 -24.239 -20.463
C 14.127 -25.402 -21.149
O 15.537 -25.407 -20.931
O 13.968 -23.001 -20.887
H 13.631 -24.321 -19.388
H 12.342 -24.347 -20.635
H 13.891 -25.326 -22.217
H 13.708 -26.351 -20.805
H 15.768 -26.230 -20.497
H 13.365 -22.287 -20.662
C 16.453 -23.364 -17.709
O 16.271 -23.237 -18.906
N 16.457 -24.606 -17.101
N 16.688 -22.304 -16.886
H 16.088 -25.368 -17.637
H 16.461 -24.675 -16.100
H 16.597 -21.366 -17.234
H 16.773 -22.403 -15.891
C 19.765 -23.654 -21.312
O 18.550 -23.719 -21.214
N 20.348 -22.534 -21.840
N 20.608 -24.641 -20.875
H 21.344 -22.453 -21.906
H 19.705 -21.768 -21.980
H 20.281 -25.471 -20.423
H 21.604 -24.542 -20.958
*
```

Kohn-Sham gap (alpha / beta): 7.096 / 5.793 eV
total energy: -1319.2065 a.u.
expectation value of S²: 0.758